(1)
Molecular formula: C43H38N5OPSe2Ti
Method: DFT, the ωB97M-V functional and the def2-TZVPD basis

Cartesian coordinates (Å):
Ti (0.068807, 0.178868, -0.894618)
N (-0.894285, -3.788325, 0.177918)
C (-0.276926, -3.395498, 1.356798)
C (0.546179, -4.368663, 1.987246)
C (1.190320, -4.155874, 3.206750)
C (0.991146, -2.919841, 3.836193)
C (0.281403, -1.903128, 3.181313)
C (-0.427139, -2.143056, 1.949864)
P (-1.240919, -0.761857, 1.135390)
C (-1.333856, 0.555605, 2.414677)
C (-2.461420, 0.841759, 3.116052)
C (-2.460464, 1.859975, 4.087611)
C (-1.360643, 2.626078, 4.212383)
C (-0.228380, 2.422828, 3.404827)
C (-0.142825, 1.323180, 2.525280)
C (-2.913894, -1.240414, 0.808154)
C (-3.515047, -2.288634, 1.501254)
C (-4.877391, -2.567604, 1.277151)
C (-5.678532, -1.643509, 0.578940)
C (-5.096414, -0.542547, 0.012604)
C (-3.723725, -0.381470, 0.020671)
H (-1.709084, -3.294386, -0.137217)
H (-0.926823, -4.758146, -0.045384)
H (0.677894, -5.313559, 1.481499)
H (1.853026, -4.874914, 3.677719)
H (1.458311, -2.675198, 4.764076)
H (0.275358, -0.971255, 3.661152)
H (-3.384361, 0.263867, 2.906128)
H (-3.390022, 2.070291, 4.675622)
H (-1.275488, 3.394251, 5.026354)
H (0.638808, 3.030029, 3.485694)
H (0.748886, 1.030519, 1.984252)
H (-2.945862, -2.960357, 2.150806)
H (-5.241780, -3.474070, 1.751581)
H (-6.732357, -1.889185, 0.328542)
H (-5.703051, 0.115018, -0.570375)
H (-3.160658, 0.275793, -0.555384)
C (1.562388, 0.865830, -5.124228)
C (1.238775, 0.232666, -3.946809)
N (0.504907, 0.816197, -3.006360)
C (0.174250, 2.133196, -3.200765)
C (0.510435, 2.896966, -4.331448)
C (1.266911, 2.203292, -5.275038)
C (0.076559, 4.240432, -4.397682)
C (-0.835120, 4.793156, -3.537807)
C (-1.313170, 4.028956, -2.451532)
C (-2.214320, 4.561704, -1.507479)
C (-2.451050, 3.831052, -0.377963)
C (-1.875538, 2.560106, -0.220815)
N (-1.025963, 2.046114, -1.118778)
C (-0.739473, 2.763466, -2.266411)
H (2.098383, 0.294278, -5.842636)
H (1.433032, -0.782599, -3.704507)
H (1.642841, 2.673089, -6.175924)
H (0.401440, 4.816188, -5.224473)
H (-1.273434, 5.702171, -3.830803)
H (-2.621008, 5.544689, -1.710991)
H (-3.137040, 4.116890, 0.384660)
H (-2.063756, 2.015443, 0.695267)
Se (3.226471, -3.158898, 0.266490)
Se (2.178432, -1.740886, -1.258901)
C (0.651582, -2.634361, -2.013611)
C (0.691501, -3.803099, -2.697965)
C (-0.504463, -4.213832, -3.393928)
C (-1.548502, -3.339399, -3.376353)
C (-1.501910, -2.219789, -2.570023)
N (-0.417597, -1.799122, -1.903147)
C (3.546086, -1.783025, 1.599287)
C (4.176721, -2.338152, 2.694913)
C (4.649392, -1.405282, 3.637546)
C (4.559699, -0.046339, 3.335428)
C (3.903971, 0.372920, 2.222854)
N (3.393957, -0.492127, 1.350896)
H (1.579318, -4.350546, -2.668108)
H (-0.490429, -5.141238, -3.997693)
H (-2.555716, -3.493333, -3.799402)
H (-2.382927, -1.615927, -2.473691)
H (4.232948, -3.436164, 2.812094)
H (5.098522, -1.831481, 4.513794)
H (4.987484, 0.668658, 3.985630)
H (3.888488, 1.422715, 1.926309)
C (2.636972, 3.303041, 0.349541)
C (2.565543, 2.226727, -0.600431)
C (3.527018, 2.183789, -1.716341)
O (1.587547, 1.433774, -0.479945)
H (2.352724, 4.172212, -0.216535)
H (3.629361, 3.507262, 0.806577)
H (1.911624, 3.220607, 1.179205)
H (3.818674, 3.185250, -2.107952)
H (3.200493, 1.527463, -2.476876)
H (4.418176, 1.588729, -1.238661)

Cartesian forces (eV/Å) of the 2 atoms listed first:
Ti 0.96 0.03 -0.87
N 0.07 0.77 -0.04

Properties
Total charge ... +3
F_max ... 2.90 eV/Å
E_LUMO (spin up / spin down) ... -9.243 / -9.021 eV
HOMO energy (spin up / spin down) ... -14.8 / -14.8 eV
ΔE to the lowest compared entry with this formula, charge and spin ... 33.10 kcal per mole
2S+1 ... 2
Frontier orbital gap (spin up / spin down) ... 5.6 / 5.8 eV

(2)
Molecular formula: C29H51BFN2O10
Method: DFT, the ωB97M-V functional and the def2-TZVPD basis

Cartesian coordinates (Å):
C (3.474700, 0.081065, 0.037477)
N (2.024050, 0.474155, 0.132539)
C (1.330783, -0.789884, 0.466849)
B (1.660457, 0.985530, -1.202824)
O (2.675149, 1.191989, -2.206276)
C (0.128307, 1.317306, -1.680492)
C (0.271073, 2.590582, -2.635254)
C (0.985061, 3.804027, -1.961248)
F (2.272405, 4.039211, -2.457478)
C (-0.848704, 1.633008, -0.487908)
C (-2.313808, 1.066061, -0.573791)
C (-3.284078, 2.334215, -0.659392)
C (-2.656617, 0.417126, 0.833837)
N (-2.645157, 0.235960, -1.730097)
O (-3.815665, -0.285193, -1.693701)
C (-1.597556, -0.665024, -2.222009)
C (-2.148493, -1.277248, -3.582961)
C (-1.273431, -1.908774, -1.315972)
C (-0.294004, 0.109133, -2.630394)
H (3.597187, -0.706204, -0.751842)
H (3.737566, -0.436640, 0.997507)
H (4.140803, 0.950009, -0.112791)
H (0.239598, -0.691375, 0.625192)
H (1.750893, -1.144704, 1.431248)
H (1.514313, -1.616310, -0.268156)
H (2.551275, 0.548911, -2.911052)
H (-0.769483, 2.841552, -2.955681)
H (0.830190, 2.338386, -3.566777)
H (0.392895, 4.718060, -2.224266)
H (0.967782, 3.770078, -0.843537)
H (-0.911888, 2.749233, -0.414574)
H (-0.372930, 1.321817, 0.473690)
H (-2.976578, 3.133670, 0.048078)
H (-4.278089, 1.965188, -0.300829)
H (-3.361565, 2.683436, -1.713349)
H (-1.760400, -0.044272, 1.319081)
H (-3.023427, 1.208954, 1.525238)
H (-3.427917, -0.379447, 0.770307)
H (-2.661510, -0.513674, -4.205312)
H (-2.872728, -2.086568, -3.351175)
H (-1.297255, -1.765444, -4.135608)
H (-0.215332, -2.204987, -1.470048)
H (-1.439395, -1.764794, -0.228963)
H (-1.889189, -2.785675, -1.635468)
H (-0.484269, 0.519845, -3.655935)
H (0.578265, -0.583492, -2.757785)
O (0.615890, -2.201961, 3.114344)
C (1.540559, -2.303757, 3.873597)
O (2.809564, -1.938888, 3.561297)
C (3.689469, -2.288783, 4.641943)
C (2.797070, -2.392601, 5.861965)
C (1.489960, -2.879876, 5.263848)
H (4.177186, -3.237236, 4.400347)
H (4.452593, -1.519363, 4.753440)
H (3.199149, -3.046423, 6.635366)
H (2.651445, -1.402851, 6.301289)
H (1.453254, -3.969673, 5.195480)
H (0.632904, -2.500747, 5.811451)
O (3.156832, 9.917977, -1.347474)
C (3.387607, 8.822909, -1.773820)
O (2.736449, 8.276135, -2.829913)
C (3.172175, 6.917340, -3.014256)
C (4.529154, 6.841071, -2.347632)
C (4.385819, 7.840155, -1.211894)
H (2.444953, 6.252733, -2.549112)
H (3.224381, 6.692225, -4.078900)
H (4.791172, 5.834967, -2.021175)
H (5.303070, 7.182124, -3.040407)
H (3.964392, 7.381265, -0.315310)
H (5.328638, 8.331547, -0.982095)
O (-0.085092, -1.080451, 7.189279)
C (-1.232615, -1.380754, 7.009258)
O (-1.775141, -2.547075, 7.434064)
C (-3.129420, -2.647519, 6.964441)
C (-3.560582, -1.221998, 6.687341)
C (-2.257136, -0.570710, 6.256763)
H (-3.139996, -3.267773, 6.064395)
H (-3.744854, -3.123324, 7.726879)
H (-4.356336, -1.149344, 5.946561)
H (-3.916553, -0.756065, 7.609625)
H (-2.078569, -0.682594, 5.184847)
H (-2.212360, 0.477488, 6.543755)
O (-0.656465, -3.769528, -4.700563)
C (-1.459221, -4.646534, -4.841791)
O (-2.553406, -4.539013, -5.634754)
C (-3.365068, -5.715347, -5.498528)
C (-2.425769, -6.789977, -4.990082)
C (-1.443725, -5.988039, -4.152801)
H (-4.172645, -5.500768, -4.793442)
H (-3.799846, -5.971443, -6.463873)
H (-2.934184, -7.580287, -4.438212)
H (-1.900544, -7.251234, -5.830156)
H (-1.790610, -5.862069, -3.125038)
H (-0.446832, -6.422735, -4.168445)

Cartesian forces (eV/Å) of the 2 atoms listed first:
C -0.06 -0.68 1.20
N 1.15 -0.58 -2.59

Properties
F_max ... 3.33 eV/Å
E_LUMO (spin up / spin down) ... 0.520 / 0.417 eV
HOMO energy (spin up / spin down) ... -8.2 / -9.1 eV
2S+1 ... 2
Frontier orbital gap (spin up / spin down) ... 8.7 / 9.5 eV

(3)
Molecular formula: C24H64O8
Method: DFT, the ωB97M-V functional and the def2-TZVPD basis

Cartesian coordinates (Å):
C (0.047406, 0.180635, 0.487523)
C (-0.914291, 0.367966, -0.680375)
C (-0.413939, 1.280059, -1.765421)
O (-1.198514, -0.922367, -1.277102)
H (-0.408323, -0.339799, 1.325678)
H (0.374452, 1.155809, 0.863241)
H (0.925710, -0.320051, 0.068835)
H (-1.855790, 0.714110, -0.234006)
H (0.015613, 2.198629, -1.359257)
H (-1.199854, 1.549825, -2.469421)
H (0.382442, 0.839344, -2.371763)
H (-1.723567, -1.394965, -0.601873)
C (1.696516, -4.085676, -3.126540)
C (1.364368, -2.747256, -2.482159)
C (2.568063, -1.870556, -2.206870)
O (0.418792, -2.055822, -3.290702)
H (2.220954, -4.717107, -2.409424)
H (2.276678, -4.036281, -4.048070)
H (0.735365, -4.537004, -3.383512)
H (0.874379, -2.957973, -1.519086)
H (3.169455, -2.266515, -1.379391)
H (2.224384, -0.886874, -1.878534)
H (3.248521, -1.780218, -3.054824)
H (-0.107002, -1.451478, -2.740965)
C (3.561881, 0.873695, 2.262196)
C (3.099333, -0.539534, 2.602010)
C (3.900764, -1.585964, 1.843951)
O (3.279861, -0.741740, 4.018985)
H (2.935410, 1.680505, 2.641613)
H (3.702054, 1.014507, 1.186999)
H (4.558408, 1.055037, 2.681045)
H (2.036296, -0.698433, 2.422406)
H (3.632900, -2.576453, 2.208001)
H (4.963646, -1.402478, 2.022109)
H (3.697199, -1.509403, 0.775225)
H (4.215498, -0.640863, 4.225741)
C (0.096434, 3.813651, -4.124317)
C (-0.002169, 5.251905, -3.683297)
C (-0.114366, 5.397399, -2.169488)
O (1.108663, 6.032281, -4.156783)
H (0.179056, 3.695225, -5.202865)
H (-0.807242, 3.310778, -3.778350)
H (0.941759, 3.303415, -3.657408)
H (-0.915367, 5.709698, -4.085944)
H (0.819941, 5.151534, -1.648390)
H (-0.851753, 4.735804, -1.703879)
H (-0.312154, 6.413479, -1.821142)
H (0.746790, 6.866778, -4.460848)
C (-3.431786, -2.963613, 2.825454)
C (-3.258459, -3.118394, 1.326932)
C (-4.275063, -2.361217, 0.483374)
O (-1.973129, -2.629456, 0.894162)
H (-4.419789, -3.321752, 3.118816)
H (-3.320981, -1.918811, 3.118097)
H (-2.679867, -3.541887, 3.365244)
H (-3.316474, -4.187617, 1.083059)
H (-5.257576, -2.820628, 0.632659)
H (-4.094949, -2.384126, -0.589425)
H (-4.341064, -1.319621, 0.805773)
H (-1.273403, -3.157123, 1.301882)
C (-0.171314, -0.336002, -7.015480)
C (1.248893, -0.524373, -6.494994)
C (1.665134, 0.552866, -5.486417)
O (1.373096, -1.814268, -5.907203)
H (-0.352411, -1.000924, -7.858354)
H (-0.242754, 0.701718, -7.361844)
H (-0.908962, -0.539242, -6.240375)
H (1.940977, -0.492655, -7.340970)
H (1.145367, 0.438485, -4.533460)
H (1.484365, 1.565668, -5.851176)
H (2.732314, 0.447995, -5.281653)
H (1.055797, -1.789379, -4.978497)
C (-3.126933, 1.494095, 2.378332)
C (-3.289610, 2.273013, 3.682144)
C (-1.938685, 2.500502, 4.365806)
O (-3.961384, 3.502307, 3.454931)
H (-2.613279, 2.078881, 1.609908)
H (-4.107875, 1.249732, 1.959663)
H (-2.620849, 0.536704, 2.515400)
H (-3.917221, 1.658081, 4.330696)
H (-1.269445, 1.687473, 4.088674)
H (-2.067759, 2.389635, 5.443518)
H (-1.493224, 3.457021, 4.098653)
H (-3.330459, 4.127944, 3.086788)
C (0.854245, -1.673281, 6.742995)
C (0.232375, -1.949142, 5.387772)
C (-0.252161, -0.663116, 4.708947)
O (1.201168, -2.512999, 4.507205)
H (0.159239, -1.351351, 7.525225)
H (1.582236, -0.863727, 6.661642)
H (1.286621, -2.593741, 7.138297)
H (-0.649823, -2.588405, 5.464330)
H (0.575006, -0.014046, 4.403160)
H (-0.906528, -0.044715, 5.330618)
H (-0.781257, -0.873426, 3.775224)
H (1.912962, -1.840370, 4.460888)

Cartesian forces (eV/Å) of the 2 atoms listed first:
C 0.46 0.67 -0.63
C -0.50 -0.81 0.56

Properties
F_max ... 1.43 eV/Å
E_LUMO ... 0.391 eV
HOMO energy ... -9.3 eV
ΔE to the lowest compared entry with this formula, charge and spin ... 15.32 kcal per mole
2S+1 ... 1
Frontier orbital gap ... 9.6 eV